Entry 1:
Computed, not measured: a molecular structure, C21H9Br2Cl5N6OTi, with ωB97M-V/def2-TZVPD.

Charge: +2
Orbital gap, Eh: 0.212

Last column: Löwdin charge in e.
Element x y z (Å)
Ti  0.3567  0.3544  -0.3782  1.2088
N  1.3611  -0.7258  -4.4897  0.0971
C  0.8006  -1.0968  -3.3486  -0.0669
N  0.9888  -0.1309  -2.4461  0.0387
C  1.6891  0.8171  -3.1571  -0.2742
N  1.9313  0.4863  -4.3897  0.1884
C  2.0340  2.0455  -2.4632  -0.1615
C  2.7586  3.0975  -2.9953  -0.0096
N  3.0491  4.1665  -2.2656  0.1450
C  2.6319  4.1783  -1.0124  -0.0436
C  1.9036  3.1254  -0.4583  -0.0485
N  1.5928  2.0489  -1.1904  0.0374
H  1.3990  -1.2319  -5.3649  0.1922
H  0.2901  -2.0344  -3.2108  0.1510
H  3.1031  3.0707  -4.0211  0.1413
H  2.8731  5.0448  -0.4098  0.1341
H  1.5841  3.1492  0.5698  0.0839
Br  2.7350  2.5679  3.2979  0.9088
C  1.2241  1.4995  3.5283  -0.5782
C  0.7090  1.2451  4.8162  -0.1245
C  -0.3975  0.4583  4.9915  -0.5916
Br  -1.0435  0.1587  6.7279  0.8948
C  -1.0658  -0.1369  3.8792  -0.1593
C  -2.1971  -0.9668  3.9407  0.0320
C  -2.7030  -1.4712  2.7673  0.0125
C  -2.0981  -1.1625  1.5473  -0.0624
N  -1.0383  -0.3694  1.4297  0.0752
C  -0.5409  0.1229  2.6007  -0.1384
C  0.5903  0.9348  2.4490  -0.3337
O  0.9349  1.1312  1.1719  -0.2269
H  1.2035  1.6855  5.6711  0.1142
H  -2.6508  -1.2007  4.8939  0.1048
H  -3.5686  -2.1173  2.7624  0.1287
H  -2.5144  -1.5932  0.6485  0.1130
Cl  1.3119  -2.6506  -0.0701  0.8013
C  -0.2539  -2.5655  -0.8134  -0.7155
C  -0.7067  -1.2840  -0.9666  -0.4777
C  -1.9121  -0.9900  -1.5273  -0.6972
Cl  -2.1950  0.7411  -1.5045  0.8233
C  -2.7499  -1.9948  -1.9946  -0.6980
Cl  -4.2584  -1.6267  -2.6942  0.7900
C  -2.2959  -3.3211  -1.8390  -0.6777
Cl  -3.2876  -4.5988  -2.3846  0.7729
C  -1.0509  -3.6248  -1.2406  -0.6905
Cl  -0.5272  -5.2355  -1.0569  0.7864

Forces on atoms 1 to 6 (eV/Å):
Ti -0.59 -0.09 0.64
N -0.07 -0.15 0.15
C 0.07 0.01 -0.06
N 0.19 0.02 -0.24
C -0.09 -0.02 0.13
N 0.08 0.25 -0.06

Entry 2:
Computed, not measured: a molecular structure, C22H10Cl5CoN3O3, with ωB97M-V/def2-TZVPD.

Charge: +1
Orbital gap (alpha / beta), Eh: 0.138 / 0.146
Spin multiplicity: 5
⟨S²⟩: 6.028

Last column: Löwdin charge in e.
Element x y z (Å)
Co  -0.0874  -0.4134  -0.4817  0.7555
O  0.4609  3.4969  5.2268  -0.0050
C  0.4492  4.0100  4.0966  -0.6624
O  0.4972  5.1692  3.6474  -0.0145
C  0.3372  2.9359  2.9558  -0.0388
C  0.3061  3.3404  1.6276  0.0812
C  0.1934  2.3841  0.6437  -0.1847
N  0.1146  1.0805  0.9438  0.0258
C  0.1466  0.6775  2.2212  -0.1653
C  0.2519  1.5824  3.2533  0.0845
C  0.0626  -0.7983  2.3732  -0.1667
C  0.0576  -1.4406  3.5944  0.0304
C  -0.0240  -2.8216  3.6331  -0.0044
C  -0.0899  -3.5412  2.4487  -0.0270
C  -0.0763  -2.8440  1.2646  -0.0869
N  -0.0052  -1.4974  1.2197  0.0087
C  0.0202  2.6911  -0.8438  -0.2028
C  0.1156  4.1233  -1.2247  0.1011
C  -0.0808  4.3727  -2.6675  -0.1734
C  -0.2908  2.4458  -3.7813  -0.0979
C  0.1283  1.1845  -2.8924  -0.2373
N  -0.6880  0.2489  -2.2036  -0.0240
H  0.3609  4.4086  1.4454  0.1207
H  0.2720  1.3009  4.3010  0.1281
H  0.1161  -0.8617  4.5061  0.1285
H  -0.0370  -3.3358  4.5862  0.1287
H  -0.1523  -4.6208  2.4409  0.1222
H  -0.1233  -3.3623  0.3169  0.1196
H  0.3370  4.9081  -0.5143  0.1378
H  -0.0703  5.4212  -2.9456  0.1506
H  -0.4843  2.1503  -4.8100  0.1498
H  0.7328  0.5535  -3.5419  0.1648
Cl  1.5742  4.2272  -4.9584  0.7860
C  0.9063  3.4589  -3.5449  -0.7153
C  1.8554  2.7671  -2.6595  -0.6270
Cl  3.4789  2.7875  -2.8333  0.9745
C  1.1135  1.8864  -1.8097  -0.5772
Cl  2.1295  0.6449  -1.0207  0.8539
C  -1.3650  2.2233  -1.2508  -0.2429
O  -1.5909  0.8494  -1.1720  -0.1435
C  -2.1018  2.8255  -2.1847  -0.5626
Cl  -3.6466  2.2693  -2.5858  0.8576
C  -1.2787  3.5375  -3.2161  -0.7252
Cl  -2.1621  4.3702  -4.4793  0.7744

Forces on atoms 1 to 6 (eV/Å):
Co -0.08 -0.08 0.97
O 0.03 0.37 -0.43
C -0.04 0.00 0.00
O 0.01 -0.47 0.33
C 0.00 0.03 0.13
C 0.07 0.17 -0.16

Entry 3:
Computed, not measured: a molecular structure, C22H11CrF16N4O5S6, with ωB97M-V/def2-TZVPD.

Charge: -2
Orbital gap (alpha / beta), Eh: 0.241 / 0.252
Spin multiplicity: 4
⟨S²⟩: 4.157

Last column: Löwdin charge in e.
Element x y z (Å)
Cr  0.1629  -0.2125  0.0886  0.4929
C  -0.7157  -2.4443  2.4174  -0.1299
N  -1.3882  -1.3811  1.6779  -0.2480
C  -2.2309  -1.9273  0.6092  -0.1865
C  -1.4099  -2.8043  -0.3219  -0.2255
N  -0.1475  -2.1528  -0.6244  -0.0725
C  0.7170  -2.7942  -1.4434  -0.1885
C  0.6371  -4.1102  -1.9503  -0.1254
F  -0.3991  -4.9315  -1.6404  0.0564
C  1.5925  -4.6596  -2.7880  -0.1576
F  1.4371  -5.9257  -3.2127  0.0914
C  2.7054  -3.9484  -3.1775  -0.1580
F  3.6409  -4.4987  -3.9764  0.0819
C  2.8374  -2.6509  -2.7081  -0.1499
F  3.8900  -1.9152  -3.0820  0.1161
C  1.8809  -2.1197  -1.8819  -0.1571
F  2.0345  -0.8285  -1.5144  0.0595
C  -2.1623  -0.5550  2.6053  -0.1972
C  -1.3284  0.5340  3.2583  -0.1662
N  -0.8819  1.6010  2.3542  -0.2767
C  0.3099  2.2747  2.6690  -0.1988
C  0.4210  2.8818  3.9138  -0.1328
F  -0.5906  2.8165  4.7999  0.0895
C  1.5571  3.5705  4.2741  -0.1329
F  1.6497  4.1072  5.4989  0.1007
C  2.5647  3.7612  3.3487  -0.2473
F  3.6294  4.4423  3.7601  0.0879
C  2.4670  3.2381  2.0672  -0.3269
F  2.5501  5.6524  1.4786  -0.6503
C  1.3736  2.4032  1.7630  -0.1355
F  1.8396  2.1403  -0.5861  -0.0292
H  -1.4491  -3.1671  2.8086  0.0959
H  -0.1709  -2.0219  3.2602  0.0603
H  -0.0039  -2.9638  1.7801  0.0661
H  -2.6669  -1.0786  0.0810  0.0766
H  -3.0570  -2.5264  1.0288  0.1310
H  -2.0087  -2.9908  -1.2235  0.1285
H  -1.2670  -3.7813  0.1537  0.1054
H  -2.5746  -1.1842  3.4095  0.1253
H  -2.9934  -0.1102  2.0682  0.1015
H  -0.4418  0.0915  3.7286  0.1122
H  -1.9277  0.9765  4.0578  0.1160
F  -5.3349  1.8014  -1.8261  0.0911
C  -4.2432  1.7055  -2.6101  -0.7396
F  -4.6274  1.9819  -3.8625  0.1070
F  -3.3725  2.6422  -2.2252  0.1073
S  -3.5183  -0.0068  -2.4291  0.9018
O  -2.6968  1.3605  0.5364  -0.5422
O  -4.5726  -0.8529  -3.0086  -0.4802
N  -2.3370  0.1729  -3.5441  -0.3851
S  -0.8482  0.1943  -3.1637  0.5790
O  -0.5964  0.5137  -1.7555  -0.4221
O  -0.0572  -0.8503  -3.7451  -0.2502
C  -0.2238  1.7175  -4.0017  -0.6663
F  1.0749  1.8685  -3.7482  0.1463
F  -0.3843  1.6276  -5.3297  0.1230
F  -0.8709  2.8026  -3.5780  0.1375
O  5.4586  2.6352  -0.4355  -0.0857
C  4.4903  2.4912  0.2569  -0.8967
S  4.2093  0.6812  0.7021  0.9980
C  2.5460  0.5062  0.9982  -1.0381
C  1.5016  1.4578  0.5765  -0.5125
S  -1.2428  1.6528  0.6832  0.9670
S  3.6452  3.9255  0.9088  1.0767
S  1.9182  -0.8355  1.7720  0.7813

Forces on atoms 1 to 6 (eV/Å):
Cr -0.13 -0.05 -0.02
C -0.04 -0.03 0.02
N 0.07 0.00 0.03
C -0.01 -0.05 0.07
C -0.11 -0.03 0.01
N 0.00 0.02 -0.14

Entry 4:
Computed, not measured: a molecular structure, C22H11F8N6Sn, with ωB97M-V/def2-TZVPD.

Charge: +3
Orbital gap (alpha / beta), Eh: 0.153 / 0.153

Last column: Löwdin charge in e.
Element x y z (Å)
Sn  0.8759  1.9057  0.3245  1.4473
C  1.9331  0.9096  -2.3550  -0.0632
N  0.7283  0.6106  -1.5284  -0.4647
C  -0.4959  1.0138  -2.2824  -0.0531
C  0.6420  -0.8245  -1.1800  -0.1726
C  1.7545  -1.3029  -0.2619  -0.1304
N  1.8999  -0.4166  0.8977  0.1137
C  2.4583  -0.7606  1.9942  -0.1214
C  2.5207  0.2274  3.0863  -0.1156
F  1.9370  1.3837  2.8686  0.0784
C  3.1237  -0.0433  4.2648  -0.1673
F  3.1531  0.8361  5.2308  0.2060
C  3.7301  -1.3069  4.4657  0.2819
C  3.7119  -2.3059  3.4977  -0.1745
F  4.2856  -3.4572  3.7199  0.2111
C  3.1028  -2.0724  2.2921  -0.0752
F  3.1298  -2.9742  1.3710  0.2366
H  1.9135  0.3143  -3.2694  0.1250
H  2.8484  0.6893  -1.8056  0.0909
H  1.9333  1.9641  -2.6297  0.1048
H  -0.5553  0.4553  -3.2180  0.1231
H  -0.4469  2.0763  -2.5217  0.1056
H  -1.3825  0.8079  -1.6848  0.0925
H  0.6701  -1.4268  -2.0928  0.1580
H  -0.3280  -0.9898  -0.7080  0.1217
H  2.7204  -1.3386  -0.7778  0.1570
H  1.5238  -2.3197  0.0508  0.1441
H  4.2244  -1.5009  5.4164  0.1920
F  -2.6633  -2.8654  4.4761  0.1558
C  -3.6148  -2.0403  4.0610  -0.1299
C  -4.8890  -2.1980  4.5098  -0.1036
F  -5.1418  -3.1627  5.3492  0.2051
C  -5.9603  -1.3266  4.0823  0.0135
C  -5.5858  -0.2862  3.1515  -0.1075
C  -4.3051  -0.1538  2.7232  -0.1290
F  -3.9872  0.8101  1.8592  0.1402
C  -3.2658  -1.0115  3.1552  0.0111
C  -1.9417  -0.8382  2.6929  -0.1151
C  -1.5024  0.1530  1.8145  -0.0953
N  -0.8990  0.8866  1.1468  0.0455
C  -0.7992  -1.6118  3.0542  -0.1404
N  0.2395  -2.0461  3.3019  0.2302
F  -6.4884  0.5443  2.7084  0.2015
C  -7.2533  -1.4776  4.5349  -0.0390
C  -8.3246  -0.6262  4.1373  -0.1031
N  -9.1952  0.0704  3.8547  0.3047
C  -7.6520  -2.4991  5.4446  -0.1035
N  -8.0379  -3.3144  6.1586  0.3074

Forces on atoms 1 to 6 (eV/Å):
Sn -0.03 0.08 -0.01
C -0.02 -0.02 -0.01
N 0.00 0.02 -0.01
C 0.01 0.00 -0.02
C -0.07 -0.02 -0.04
C -0.09 0.00 0.03